Entry from the Open Molecules 2025 dataset: 11 unconnected molecules or ions with the total composition C45H96N2O29 in a non-equilibrium geometry (the ωB97M-V functional and the def2-TZVPD basis).

Geometry as XYZ:
```
172
Properties=species:S:1:pos:R:3:forces:R:3:lowdin_charge:R:1
C 3.66558 1.62873 0.47962 0.19 -0.10 -0.92 -0.04
C 3.34256 1.00818 1.77787 0.12 0.41 2.40 -0.42
C 3.02627 2.09208 2.85936 -1.15 0.27 -1.16 -0.21
O 2.96991 1.41373 4.08926 -0.02 0.38 0.66 -0.22
C 2.73935 2.28107 5.20918 -0.15 -0.40 -0.65 -0.09
N 2.24897 0.06993 1.70083 -0.91 -0.43 1.42 0.07
H 1.43047 -1.16913 0.59813 1.75 1.55 1.93 0.01
H 2.19055 -0.37430 2.62200 0.38 -0.32 -0.21 0.06
H 1.36647 0.56916 1.80007 -0.20 0.34 -1.03 0.08
H 2.88155 2.34802 0.24979 0.00 0.18 -0.32 0.08
H 3.72902 0.90384 -0.35422 -0.10 0.20 0.47 0.08
H 4.61722 2.12557 0.56515 0.38 0.42 -0.20 0.09
H 4.14418 0.49142 2.31160 0.57 -0.25 -0.87 0.14
H 2.04177 2.58199 2.53214 0.71 -0.58 0.74 0.14
H 3.73145 2.92677 2.92809 0.38 -0.17 -0.21 0.12
H 3.02842 1.73795 6.12675 -0.42 0.19 -0.46 0.09
H 1.66713 2.56399 5.17732 0.51 0.04 0.47 0.09
H 3.37168 3.17737 5.13551 -0.17 -0.08 0.00 0.08
C -3.81147 2.82820 -1.96166 0.51 0.74 0.01 -0.02
C -2.44649 2.24869 -1.59042 -1.41 -0.89 0.57 -0.30
C -1.46529 3.35444 -1.28505 0.44 0.13 -0.02 -0.19
O -1.19736 4.06276 -2.50137 0.08 0.06 0.98 -0.19
C 0.00779 4.82627 -2.36089 0.71 -1.85 -2.81 -0.09
N -2.57497 1.30091 -0.40851 1.23 -0.32 -1.37 0.20
H -1.48528 0.93061 -0.20634 -1.24 0.04 0.40 0.13
H -3.00350 1.75641 0.38818 0.30 -0.01 0.46 0.09
H -3.22253 0.51855 -0.67536 0.61 0.47 0.25 0.12
H -3.60477 3.46017 -2.81765 -0.19 0.44 -0.12 0.08
H -4.25199 3.44336 -1.15986 0.35 -0.13 -0.14 0.09
H -4.56475 2.13966 -2.28373 -0.22 -0.89 -0.02 0.06
H -2.09889 1.59744 -2.40595 0.24 0.47 0.19 0.13
H -0.54626 2.94348 -0.86024 0.26 -0.32 -0.29 0.12
H -1.80847 4.02814 -0.48493 -0.51 -0.07 -0.27 0.11
H -0.07709 5.76599 -1.89770 -0.37 1.20 0.72 0.06
H 0.42313 4.93470 -3.41146 -0.60 0.26 1.13 0.12
H 0.73479 4.19040 -1.88487 0.47 0.10 0.58 0.06
C -0.03156 -0.72769 -0.46292 -0.25 1.20 0.20 -0.72
O -0.70794 -1.04710 -1.44413 -0.19 -0.10 0.05 -0.01
O -0.10355 0.40097 0.16067 -0.56 -0.60 -0.55 -0.06
O 0.89299 -1.61174 -0.01736 -1.63 -1.49 -1.93 0.09
C -2.44702 6.83321 -0.92040 1.42 0.21 -0.83 -0.08
O -1.40247 7.32378 -0.03919 -0.09 -1.55 0.30 -0.20
C -0.87182 6.34286 0.93753 -0.12 1.97 0.04 -0.14
C -1.83263 6.06650 2.11519 1.86 -0.42 0.22 -0.22
O -2.85160 5.18959 1.77616 -0.38 -0.13 -0.73 -0.15
C -3.42117 4.55480 2.88769 0.16 -0.99 -0.45 -0.17
C -3.78076 3.10352 2.46605 -0.75 1.17 1.32 -0.20
O -2.75228 2.17582 2.32485 0.56 0.94 -1.65 -0.21
C -2.24966 1.65935 3.51480 1.37 -0.94 0.18 -0.07
H -3.27324 6.44327 -0.38768 -1.06 -0.09 0.84 0.06
H -2.09089 5.97244 -1.53628 -0.13 0.85 0.18 0.06
H -2.76667 7.68308 -1.58063 0.43 -0.80 0.69 0.11
H 0.00397 6.92975 1.36864 -0.95 -0.96 -0.51 0.14
H -0.49339 5.39086 0.48563 -0.46 0.81 0.17 0.11
H -2.21674 6.96859 2.59052 -0.01 0.39 -0.25 0.13
H -1.20002 5.55434 2.89545 -0.22 0.47 -0.49 0.13
H -4.31908 5.08245 3.24846 0.07 -0.17 -0.18 0.13
H -2.68125 4.58134 3.69118 -0.10 -0.30 0.27 0.11
H -4.38258 3.16230 1.56984 0.19 -0.10 -0.60 0.12
H -4.48290 2.78265 3.22042 -0.40 -0.53 0.54 0.12
H -2.88037 0.81468 3.75303 -0.21 -0.01 1.00 0.06
H -2.13481 2.45316 4.24879 -0.34 -0.17 0.48 0.09
H -1.21709 1.20906 3.39830 -1.03 0.65 -0.45 0.11
C 0.42023 0.23508 -4.26456 0.54 1.37 -0.06 -0.08
O 1.72440 0.75765 -4.01016 1.07 -1.13 -1.24 -0.19
C 1.80678 1.80661 -3.10674 -1.38 -0.20 1.97 -0.21
C 3.10398 2.56111 -3.24563 -0.93 2.04 -0.88 -0.14
O 3.13771 3.78630 -2.44652 -0.93 -1.63 0.05 -0.15
C 4.37331 4.37566 -2.62338 1.23 1.42 -0.83 -0.24
C 4.56809 5.66094 -1.73950 -0.92 -0.13 -0.02 -0.14
O 3.44362 6.58132 -1.83312 0.80 -0.82 -0.18 -0.19
C 3.24712 6.95180 -3.18616 0.88 1.69 -0.27 -0.13
H 0.47739 -0.61920 -4.92853 0.31 -0.13 0.03 0.08
H -0.12186 1.02503 -4.78429 -0.48 0.02 -0.04 0.09
H -0.05518 -0.01191 -3.33567 -0.48 -0.35 0.50 0.06
H 1.71200 1.37607 -2.07951 0.03 0.43 -0.27 0.13
H 0.92578 2.46295 -3.24238 0.46 0.15 0.02 0.12
H 3.14404 2.90284 -4.28202 0.14 -0.08 -0.33 0.13
H 3.98987 1.99469 -3.09405 0.72 -0.84 0.56 0.10
H 4.49897 4.64906 -3.72057 0.06 -0.26 1.01 0.13
H 5.15192 3.63431 -2.41152 0.32 0.27 0.20 0.12
H 5.44680 6.25315 -2.01465 0.23 -0.48 -0.41 0.12
H 4.73409 5.37849 -0.68380 -0.61 0.16 -0.40 0.12
H 3.20236 6.07826 -3.81291 -1.11 -0.28 -0.32 0.05
H 4.15227 7.47115 -3.66262 -0.76 -0.20 1.01 0.10
H 2.39633 7.69018 -3.23464 0.72 -1.20 -0.05 0.11
C -4.33225 -0.10123 -5.47056 -0.66 -0.98 0.87 -0.07
O -4.49842 -1.08594 -4.40277 0.71 2.29 -0.85 -0.16
C -3.34899 -0.98408 -3.56741 0.67 0.20 -0.11 -0.22
C -3.70673 -1.59952 -2.26268 0.72 -2.48 0.99 -0.20
O -4.49844 -0.75158 -1.45297 -0.46 0.51 -0.65 -0.17
C -5.56440 -1.37255 -0.75673 0.53 -1.48 -0.77 -0.21
C -6.11009 -0.35109 0.14134 0.62 2.88 -1.83 -0.22
O -5.11442 0.19429 1.03399 -1.30 -1.07 -0.15 -0.18
C -5.08106 -0.62302 2.21412 -0.38 -0.08 0.54 -0.08
H -5.25672 0.00536 -6.00359 -0.60 -0.25 -0.21 0.08
H -3.57912 -0.43632 -6.16047 0.57 -0.09 -0.34 0.08
H -4.09585 0.88087 -5.08134 0.28 0.19 0.29 0.08
H -2.91256 0.05366 -3.39235 -1.08 -0.82 -0.41 0.12
H -2.51219 -1.51432 -4.06788 -0.21 -0.09 0.45 0.13
H -2.80362 -1.85588 -1.66273 -0.34 0.20 -0.64 0.11
H -4.20370 -2.60231 -2.46112 0.20 1.21 0.21 0.15
H -5.12986 -2.21270 -0.17988 -0.45 -0.06 -0.35 0.14
H -6.39579 -1.70385 -1.46851 1.13 0.10 0.80 0.16
H -6.96680 -0.71130 0.64580 -0.94 -0.25 0.76 0.10
H -6.43811 0.45123 -0.62771 0.43 -0.60 1.67 0.16
H -4.29931 -1.41232 2.22323 -0.44 0.68 -0.32 0.08
H -6.08010 -1.10865 2.37803 0.81 0.33 -0.10 0.10
H -4.92330 0.05613 3.05886 0.19 -0.26 -0.10 0.08
C 1.33058 -7.09114 3.08114 0.16 -2.32 -1.35 -0.09
O 1.25491 -6.66019 1.74707 -1.36 0.01 -0.28 -0.20
C 2.38956 -6.02698 1.25730 1.97 0.25 0.24 -0.20
C 2.41866 -4.50308 1.40997 -1.67 -1.13 -1.12 -0.19
O 2.61674 -4.13968 2.74950 0.34 0.44 -0.56 -0.13
C 3.18010 -2.83346 2.69331 1.86 -0.64 1.96 -0.18
C 2.97871 -2.21986 4.05794 -0.28 -0.44 0.93 -0.20
O 1.63554 -1.85210 4.12866 -1.13 0.26 0.10 -0.21
C 1.17121 -1.47278 5.39648 -0.58 -1.97 1.01 -0.09
H 1.67982 -6.32960 3.69438 0.49 1.28 1.46 0.06
H 1.96450 -7.99788 3.13325 0.38 0.52 0.12 0.10
H 0.37967 -7.51364 3.35476 -0.73 0.45 0.26 0.08
H 2.47268 -6.25906 0.19511 -0.01 -0.01 -0.07 0.11
H 3.28916 -6.45998 1.77840 -0.49 0.37 -0.52 0.15
H 1.39886 -4.14924 1.07897 0.82 -0.02 0.11 0.13
H 3.15167 -4.05408 0.69730 -0.20 -0.42 0.62 0.14
H 2.74693 -2.28686 1.88073 -0.10 0.56 -0.18 0.08
H 4.28815 -2.94175 2.57849 -0.66 0.19 -0.43 0.15
H 3.56110 -1.33323 4.30416 0.63 0.03 -0.37 0.12
H 3.16457 -2.98903 4.86573 0.15 0.49 -0.82 0.14
H 1.44858 -0.50534 5.73045 0.73 1.21 -0.03 0.06
H 1.51508 -2.19964 6.23374 -0.60 0.81 -1.35 0.12
H 0.07461 -1.46903 5.32158 0.27 -0.19 0.24 0.09
C 4.33509 -2.02913 -1.66622 0.46 0.22 -0.05 -0.11
C 5.25542 -1.26567 -2.62365 -1.98 -1.41 -2.12 -0.15
O 6.19200 -0.65192 -1.86179 1.38 0.87 0.88 0.10
C 6.03270 -1.01963 -0.60477 0.36 0.97 3.64 -0.56
O 6.71012 -0.61120 0.31069 -0.52 -0.68 -1.16 0.13
O 4.92776 -1.79668 -0.39488 1.32 0.16 -0.51 0.06
H 4.29938 -3.06825 -1.92591 -0.10 -0.46 0.32 0.12
H 3.35513 -1.59930 -1.60952 -0.63 0.01 -0.21 0.11
H 4.61588 -0.55243 -3.12264 0.24 0.45 -0.59 0.12
H 5.76403 -1.92025 -3.34463 -0.33 0.15 0.04 0.14
C 1.21331 -2.80698 -2.98301 -0.01 1.32 0.37 -0.11
C -0.03843 -3.69692 -3.18235 1.79 -0.48 1.22 -0.06
O 0.60481 -4.97783 -3.37441 1.25 -0.58 0.13 0.02
C 1.81720 -4.97734 -2.71124 -2.09 3.70 -1.13 -0.55
O 2.42087 -5.90921 -2.38882 1.55 -2.78 0.74 0.18
O 2.22475 -3.67636 -2.46292 -1.12 -2.08 -0.80 0.00
H 1.09795 -2.08237 -2.18616 -0.51 0.12 -0.29 0.08
H 1.63018 -2.26492 -3.86209 -0.52 -0.72 0.20 0.13
H -0.65595 -3.47962 -4.01928 -0.35 0.25 -0.69 0.12
H -0.60903 -3.89081 -2.27156 -0.11 1.06 -0.19 0.11
C -1.68778 -3.94413 2.26569 0.59 -0.79 0.38 -0.11
C -1.09917 -4.36597 3.61696 0.22 0.43 0.59 -0.08
O -1.88980 -3.52601 4.49783 -0.12 0.90 0.42 0.04
C -2.41063 -2.46904 3.83136 0.05 0.54 -0.45 -0.52
O -2.97030 -1.50090 4.29872 0.92 -1.71 -0.32 0.12
O -2.19663 -2.64065 2.48647 -0.41 0.42 0.98 0.05
H -2.50327 -4.64980 2.08967 -0.05 0.29 -0.67 0.14
H -0.94914 -3.87608 1.47490 -0.14 -0.24 -0.23 0.12
H -0.00044 -4.18448 3.78949 -1.10 0.04 -0.31 0.13
H -1.38082 -5.37910 3.92375 0.36 0.10 -0.39 0.13
C -1.42889 -7.70923 -0.21063 0.77 0.95 1.37 -0.09
C -0.47489 -6.93989 -1.10938 0.57 -0.25 -0.39 -0.10
O -0.94334 -5.57341 -0.99639 -0.25 -0.92 -0.52 0.03
C -2.27173 -5.66423 -0.73034 0.56 1.01 0.49 -0.61
O -3.06167 -4.78530 -0.85440 -0.13 0.46 -0.27 0.16
O -2.53956 -6.81704 -0.16239 -1.86 -1.67 -0.42 0.07
H -1.09249 -7.62375 0.85376 0.36 -0.85 -0.94 0.13
H -1.62278 -8.74747 -0.51930 -0.45 0.63 0.10 0.14
H -0.39947 -7.25340 -2.18489 -0.36 0.36 1.00 0.15
H 0.48545 -7.00050 -0.64317 0.78 0.16 -0.14 0.10
```
Positions in Å, forces in eV/Å.

molar mass: 1129.25 g mol⁻¹
net charge: 0
lowest unoccupied orbital energy: 0.565 eV